Entry 1:
Density functional theory data (ωB97M-V with the def2-TZVPD basis set) for a molecular structure, C31H76N5Na4O13 in a non-equilibrium geometry.

HOMO-LUMO gap, eV: 2.4428
Total charge: +3
2S+1: 1
LUMO energy, eV: -11.14

The geometry in XYZ format:
```
129
C31H76N5Na4O13 ωB97M-V with the def2-TZVPD basis set
Na 1.67 2.37 2.14
Na 2.68 1.88 -3.41
Na 0.34 3.25 -1.21
Na 3.78 1.05 -0.64
O 0.91 -1.36 -0.39
C 1.04 -0.04 -0.55
O 1.06 0.69 0.51
O 1.09 0.52 -1.69
H 0.93 -1.35 0.59
C 3.13 0.31 4.96
O 2.12 0.57 4.00
C 0.81 0.53 4.61
C -0.31 1.01 3.71
N -0.43 2.47 3.62
C -1.34 3.04 2.61
C -2.79 2.71 2.91
O -2.99 3.07 4.26
C -4.22 2.53 4.79
H 3.03 -0.48 5.70
H 3.40 1.26 5.45
H 4.05 0.10 4.41
H 0.78 1.00 5.61
H 0.66 -0.51 4.93
H -1.20 0.57 4.17
H -0.22 0.61 2.69
H -0.79 2.85 4.49
H -1.07 2.63 1.62
H -1.03 4.09 2.59
H -3.02 1.66 2.71
H -3.47 3.35 2.33
H -4.65 3.28 5.44
H -4.04 1.51 5.14
H -4.94 2.35 3.98
C -2.12 -2.02 2.72
O -3.12 -1.38 1.94
C -4.11 -0.76 2.70
C -5.22 -0.22 1.83
N -6.24 0.41 2.62
C -7.10 -0.50 3.36
C -8.31 0.31 3.80
O -8.96 0.78 2.65
C -10.24 1.37 2.88
H -1.74 -1.26 3.41
H -1.33 -2.28 2.02
H -2.51 -2.87 3.29
H -3.78 0.10 3.32
H -4.50 -1.41 3.50
H -5.71 -0.94 1.16
H -4.79 0.53 1.15
H -6.73 1.18 2.21
H -6.65 -0.91 4.27
H -7.39 -1.38 2.77
H -7.88 1.15 4.37
H -8.96 -0.28 4.45
H -10.60 1.19 3.90
H -10.95 0.95 2.18
H -10.12 2.45 2.75
C 8.21 5.77 1.33
O 7.31 4.79 1.83
C 7.93 3.54 1.89
C 7.02 2.43 2.37
N 6.23 1.87 1.25
C 6.68 0.73 0.47
C 6.16 -0.59 1.00
O 4.77 -0.64 0.64
C 3.83 -1.18 1.58
H 7.59 6.67 1.30
H 8.47 5.54 0.29
H 9.06 6.06 1.95
H 8.81 3.49 2.55
H 8.36 3.30 0.90
H 6.23 2.81 3.03
H 7.57 1.65 2.90
H 5.28 2.18 1.21
H 7.75 0.72 0.68
H 6.56 0.95 -0.59
H 6.34 -0.68 2.08
H 6.67 -1.46 0.59
H 3.02 -0.47 1.72
H 4.20 -1.48 2.55
H 3.40 -2.07 1.11
C 2.01 0.34 -9.33
O 1.44 -0.30 -8.20
C 2.08 -0.03 -7.00
C 1.12 -0.19 -5.84
N 1.80 -0.38 -4.51
C 2.54 -1.63 -4.49
C 3.18 -1.96 -3.14
O 4.02 -3.04 -3.37
C 4.72 -3.51 -2.21
H 3.05 -0.03 -9.44
H 2.14 1.41 -9.17
H 1.44 0.00 -10.18
H 2.52 0.99 -6.94
H 2.97 -0.68 -6.97
H 0.49 -1.06 -6.03
H 0.50 0.69 -5.72
H 0.95 -0.45 -3.93
H 3.30 -1.71 -5.26
H 1.83 -2.46 -4.59
H 2.39 -2.28 -2.44
H 3.73 -1.10 -2.67
H 5.34 -2.69 -1.82
H 5.41 -4.24 -2.62
H 3.99 -3.83 -1.47
C -3.66 -4.26 -4.68
O -2.62 -3.59 -5.41
C -2.30 -2.31 -4.96
C -1.35 -2.34 -3.78
N -1.30 -1.06 -3.02
C -2.54 -0.54 -2.49
C -3.01 -1.22 -1.22
O -3.60 -2.44 -1.61
C -3.76 -3.37 -0.55
H -4.34 -4.82 -5.33
H -4.32 -3.58 -4.13
H -3.07 -4.89 -4.02
H -3.23 -1.76 -4.79
H -1.79 -1.73 -5.75
H -0.32 -2.58 -4.06
H -1.67 -3.09 -3.05
H -0.53 -1.14 -2.37
H -3.27 -0.34 -3.26
H -2.31 0.46 -2.07
H -3.78 -0.60 -0.74
H -2.22 -1.48 -0.51
H -4.24 -2.85 0.28
H -2.76 -3.69 -0.22
H -4.33 -4.24 -0.86
```

=====

Entry 2:
Density functional theory data (ωB97M-V with the def2-TZVPD basis set) for 7 unconnected molecules or ions with the total composition C31H81N5O12 in a non-equilibrium geometry.

ΔE to the lowest compared entry with this formula, charge and spin, kJ/mol: 67.1
HOMO-LUMO gap, eV: 8.4951
Total charge: 0
Structure (SMILES): COCCNCCOC.COCCNCCOC.COCCNCCOC.COCCNCCOC.COCCNCCOC.CO.O
2S+1: 1
LUMO energy, eV: 0.24

The geometry in XYZ format:
```
129
C31H81N5O12 ωB97M-V with the def2-TZVPD basis set
C 21.23 8.86 7.62
O 20.97 10.21 7.14
C 21.41 10.39 5.76
C 22.89 10.03 5.47
N 23.85 10.89 6.21
C 25.22 10.42 6.12
C 26.07 11.21 5.07
O 25.68 10.86 3.77
C 26.38 11.59 2.76
H 20.68 8.10 7.07
H 21.02 8.84 8.69
H 22.30 8.62 7.59
H 21.21 11.42 5.49
H 20.74 9.85 5.09
H 22.91 10.13 4.38
H 23.11 8.98 5.67
H 23.60 10.93 7.19
H 25.34 9.34 6.09
H 25.69 10.65 7.08
H 27.09 10.85 5.17
H 25.98 12.28 5.26
H 26.15 12.65 2.65
H 26.02 11.10 1.86
H 27.43 11.35 2.94
C 21.47 12.03 14.12
O 21.20 10.62 14.23
C 19.79 10.28 14.04
C 19.68 8.91 14.57
N 20.54 8.00 13.79
C 19.97 7.47 12.56
C 20.75 6.22 12.09
O 22.12 6.36 11.77
C 22.73 5.22 11.17
H 20.68 12.49 14.71
H 21.40 12.46 13.12
H 22.40 12.31 14.60
H 19.50 10.38 12.99
H 19.05 10.87 14.59
H 18.66 8.55 14.67
H 20.11 8.96 15.57
H 21.48 8.34 13.68
H 19.97 8.20 11.75
H 18.94 7.22 12.80
H 20.30 5.95 11.13
H 20.47 5.47 12.84
H 23.80 5.37 11.03
H 22.21 4.98 10.24
H 22.68 4.32 11.78
C 15.47 11.39 5.75
O 16.37 11.86 4.78
C 17.06 10.78 4.18
C 18.45 11.23 3.70
N 18.43 12.59 3.12
C 18.06 12.56 1.72
C 18.00 13.96 1.12
O 17.17 14.87 1.82
C 15.79 14.60 1.58
H 15.20 12.28 6.33
H 15.85 10.64 6.43
H 14.56 11.00 5.29
H 16.50 10.31 3.37
H 17.26 9.86 4.72
H 18.92 10.49 3.05
H 19.21 11.34 4.47
H 17.66 13.02 3.61
H 17.06 12.14 1.75
H 18.69 11.92 1.10
H 17.69 13.95 0.08
H 18.99 14.41 1.08
H 15.47 14.26 0.60
H 15.08 15.38 1.85
H 15.54 13.89 2.36
C 14.44 6.27 8.80
O 14.56 5.54 7.60
C 14.67 4.12 7.84
C 14.66 3.40 6.49
N 13.46 3.57 5.67
C 13.69 3.37 4.24
C 12.48 3.47 3.35
O 11.53 2.47 3.75
C 10.29 2.52 3.04
H 15.29 6.03 9.43
H 13.47 6.05 9.27
H 14.48 7.30 8.47
H 13.79 3.79 8.39
H 15.50 3.82 8.48
H 14.74 2.32 6.58
H 15.52 3.77 5.93
H 13.14 4.51 5.89
H 14.21 2.44 4.01
H 14.35 4.18 3.93
H 12.60 3.24 2.29
H 12.07 4.48 3.41
H 10.36 2.11 2.03
H 9.85 3.52 3.02
H 9.60 1.87 3.59
C 19.46 3.95 7.89
O 20.54 3.03 7.85
C 21.09 2.89 6.52
C 21.75 1.55 6.19
N 22.99 1.35 6.97
C 23.40 0.00 6.63
C 24.72 -0.25 7.35
O 24.65 0.00 8.71
C 23.84 -0.79 9.54
H 18.49 3.52 7.64
H 19.68 4.92 7.43
H 19.31 4.14 8.95
H 21.68 3.80 6.44
H 20.31 3.01 5.77
H 22.01 1.57 5.14
H 20.94 0.84 6.37
H 22.85 1.47 7.96
H 23.45 -0.02 5.54
H 22.56 -0.65 6.89
H 25.48 0.40 6.89
H 25.00 -1.30 7.25
H 24.00 -1.85 9.33
H 22.81 -0.42 9.49
H 24.15 -0.54 10.56
C 18.19 7.71 8.41
O 17.47 8.51 7.53
H 18.64 8.27 9.23
H 17.44 7.10 8.91
H 18.99 7.20 7.88
H 17.17 7.94 6.82
O 16.25 6.83 5.67
H 15.56 6.31 6.07
H 16.10 6.73 4.73
```

=====

Entry 3:
Density functional theory data (ωB97M-V with the def2-TZVPD basis set) for 10 unconnected molecules or ions with the total composition C31H85F3N11O12S in a non-equilibrium geometry.

ΔE to the lowest compared entry with this formula, charge and spin, kJ/mol: 495.8
HOMO-LUMO gap, eV: 8.1938
Total charge: -1
2S+1: 1
LUMO energy, eV: 2.14

The geometry in XYZ format:
```
143
C31H85F3N11O12S ωB97M-V with the def2-TZVPD basis set
C 1.58 -0.99 0.50
F 2.78 -0.79 -0.09
F 1.27 -2.25 0.38
F 1.57 -0.67 1.81
S 0.29 0.19 -0.38
O -0.18 -0.65 -1.48
O -0.69 0.50 0.69
O 0.99 1.39 -0.81
C -1.50 1.00 3.98
O -2.09 1.61 4.88
N -0.48 1.54 3.47
N -1.82 -0.08 3.37
H -0.19 2.40 3.91
H -0.19 1.34 2.53
H -1.38 -0.31 2.50
H -2.64 -0.55 3.72
C -0.83 -3.46 -3.14
O -1.06 -4.45 -3.77
N -1.68 -2.47 -3.05
N 0.25 -3.26 -2.38
H -2.57 -2.55 -3.53
H -1.39 -1.64 -2.55
H 0.29 -2.30 -2.08
H 0.99 -3.94 -2.27
C 4.65 -2.86 2.63
C 5.25 -2.49 3.96
C 5.43 -3.62 4.93
O 6.10 -3.14 6.09
C 6.20 -4.12 7.18
N 6.51 -1.82 3.70
H 3.68 -3.36 2.73
H 5.36 -3.51 2.13
H 4.43 -1.96 2.05
H 4.57 -1.78 4.43
H 5.98 -4.45 4.50
H 4.44 -4.05 5.06
H 5.26 -4.50 7.58
H 6.75 -3.61 7.97
H 6.64 -5.08 6.91
H 7.04 -2.43 3.08
H 7.04 -1.96 4.55
C 5.71 -1.88 -2.57
C 4.76 -2.49 -3.66
C 4.20 -1.48 -4.73
O 3.39 -0.41 -4.09
C 2.10 -0.85 -3.66
N 5.42 -3.63 -4.28
H 6.00 -2.65 -1.86
H 5.13 -1.14 -2.01
H 6.61 -1.35 -2.87
H 3.92 -2.98 -3.16
H 3.55 -2.00 -5.43
H 4.92 -1.10 -5.44
H 1.54 -1.29 -4.49
H 1.53 -0.01 -3.26
H 2.04 -1.69 -2.96
H 5.95 -4.19 -3.62
H 4.73 -4.25 -4.69
C 0.28 2.66 -4.54
C 0.63 4.01 -3.87
C -0.25 5.14 -4.36
O -0.06 5.27 -5.80
C -1.08 5.98 -6.36
N 0.37 3.82 -2.38
H -0.56 2.27 -3.96
H 1.16 2.05 -4.71
H -0.07 2.82 -5.56
H 1.66 4.29 -4.08
H 0.00 6.05 -3.80
H -1.30 4.90 -4.22
H -1.17 6.96 -5.88
H -2.00 5.41 -6.25
H -0.87 6.18 -7.41
H 0.86 2.98 -2.09
H 0.91 4.56 -1.97
C -3.01 0.83 -3.30
C -3.31 2.33 -3.19
C -4.76 2.65 -2.85
O -5.06 3.96 -2.24
C -6.32 4.17 -1.69
N -2.47 2.96 -2.20
H -3.42 0.46 -4.23
H -3.46 0.19 -2.53
H -1.93 0.67 -3.33
H -3.14 2.71 -4.20
H -5.27 1.83 -2.34
H -5.27 2.45 -3.79
H -6.47 3.73 -0.71
H -6.99 3.78 -2.46
H -6.58 5.22 -1.56
H -1.53 3.08 -2.55
H -2.83 3.87 -1.95
C 1.07 4.21 1.42
C -0.47 4.29 1.41
C -1.07 5.72 1.21
O -2.39 5.74 1.73
C -2.91 6.99 2.10
N -1.10 3.33 0.45
H 1.37 4.33 2.47
H 1.62 4.75 0.66
H 1.38 3.18 1.24
H -0.81 4.03 2.42
H -0.88 5.90 0.15
H -0.42 6.43 1.73
H -3.86 6.97 2.65
H -3.13 7.67 1.28
H -2.16 7.49 2.70
H -0.69 2.46 0.77
H -0.54 3.44 -0.39
C -5.85 -0.28 0.53
C -4.26 -0.37 0.80
C -3.50 -1.60 0.23
O -4.04 -2.84 0.61
C -3.55 -3.88 -0.26
N -3.70 0.87 0.32
H -6.08 0.31 -0.36
H -6.38 0.12 1.39
H -6.21 -1.28 0.30
H -4.12 -0.32 1.88
H -2.47 -1.58 0.59
H -3.46 -1.48 -0.85
H -3.63 -4.80 0.32
H -2.51 -3.78 -0.56
H -4.13 -3.99 -1.18
H -3.55 0.77 -0.68
H -2.71 0.83 0.52
C -0.89 -3.54 2.69
C -0.11 -4.79 3.25
C 0.03 -4.84 4.74
O 1.05 -3.85 5.25
C 1.50 -3.85 6.56
N -0.74 -6.09 2.90
H -1.78 -3.35 3.28
H -1.11 -3.53 1.62
H -0.37 -2.61 2.93
H 0.87 -4.75 2.77
H 0.19 -5.79 5.25
H -0.97 -4.57 5.07
H 2.24 -3.08 6.79
H 2.00 -4.78 6.83
H 0.61 -3.70 7.18
H -1.73 -5.91 2.80
H -0.44 -6.32 1.96
```

=====

HOMO level readings, ordered: -13.579; -8.256; -6.059 eV